(1)
C24H36DyN2Si | ωB97M-V/def2-TZVPD

Atoms and positions in Å:
1 C 0.54527 2.08672 1.18970
2 C -0.51728 2.49465 0.31670
3 C -1.67334 2.81367 1.13340
4 H -0.44776 2.68746 -0.74152
5 C -1.31866 2.63691 2.46650
6 C 0.04547 2.19605 2.51224
7 H 0.64589 2.05592 3.42999
8 H 1.58299 1.89688 0.94364
9 H -2.60776 3.18984 0.75132
10 H -1.90476 2.88363 3.34136
11 Dy -1.13780 0.32055 1.58341
12 C -1.40980 -0.73783 -0.33023
13 H -2.22623 0.01982 -0.07659
14 H -0.75571 -1.29800 0.38572
15 H -1.68577 -1.23591 -1.23508
16 Si 0.45503 0.74170 -2.73067
17 C 1.75948 -0.46639 -3.19874
18 C 2.86732 0.34603 -3.43767
19 H 2.75791 1.44925 -3.35954
20 C 4.07748 -0.19227 -3.87660
21 H 4.86829 0.49582 -4.14100
22 C 4.19644 -1.58348 -3.90969
23 H 5.13343 -2.01555 -4.26802
24 C 3.12568 -2.42333 -3.61115
25 H 3.27432 -3.48983 -3.63082
26 C 1.83737 -1.87239 -3.35526
27 H 0.95251 -2.51737 -3.32121
28 C -1.30000 1.07620 -3.42246
29 C -1.14388 1.67101 -4.69470
30 H -0.33889 1.36428 -5.37805
31 C -1.93698 2.79891 -5.01225
32 H -1.76061 3.34785 -5.91732
33 C -2.91047 3.25711 -4.10590
34 H -3.40185 4.22683 -4.29934
35 C -3.19123 2.50044 -2.97584
36 H -3.96890 2.88741 -2.31557
37 C -2.49702 1.32645 -2.69740
38 H -2.86955 0.68513 -1.88316
39 H 0.64284 0.53665 -1.29861
40 H 0.90376 2.10346 -3.12599
41 C 1.29980 -1.13288 1.62319
42 N 1.21700 -2.29330 2.53583
43 C 2.17620 -3.35317 2.20582
44 C -0.14353 -2.90256 2.71816
45 C -1.27233 -1.99835 3.22400
46 N -0.89467 -0.61284 3.58716
47 C -2.11990 0.12894 4.01399
48 C 0.11541 -0.57928 4.66258
49 H 2.36193 -0.88995 1.47940
50 H 0.86138 -0.23371 2.16706
51 H 0.99252 -1.30245 0.57510
52 H 2.14885 -4.09978 3.00482
53 H 1.97565 -3.80313 1.22207
54 H 3.17175 -2.90527 2.21710
55 H -0.53676 -3.41282 1.81126
56 H -0.00383 -3.66123 3.49806
57 H -2.06269 -1.93937 2.45022
58 H -1.64529 -2.44858 4.14326
59 H -2.68494 -0.50049 4.72030
60 H -1.82256 1.04863 4.52890
61 H -2.79247 0.35112 3.14400
62 H -0.37385 -1.02027 5.54035
63 H 0.98559 -1.17236 4.34751
64 H 0.37952 0.46883 4.87623

net charge = +1
E_LUMO (spin up / spin down) = -3.07 / -2.83 eV
spin multiplicity = 6
ΔE to the lowest compared entry with this formula, charge and spin = 1.432 eV
maximum force = 1.83 eV/A

=====

(2)
C6H9N | ωB97M-V/def2-TZVPD

Atoms and positions in Å:
1 C 0.09839 1.80844 -0.02578
2 C 0.03790 0.58264 -0.90890
3 C -0.62445 -0.68581 -0.47341
4 C -1.08571 -0.85867 0.95694
5 C 0.86692 -0.68548 -0.76760
6 C 1.74850 -0.99087 0.33213
7 N 2.43239 -1.34861 1.19568
8 H 0.75770 2.57278 -0.44892
9 H -0.90683 2.24253 0.04266
10 H 0.43865 1.59409 0.99062
11 H -0.11420 0.82131 -1.95987
12 H -1.23340 -1.19645 -1.21670
13 H -0.44621 -0.31705 1.66145
14 H -2.10945 -0.48761 1.07402
15 H -1.06266 -1.91409 1.24599
16 H 1.20247 -1.13715 -1.69830

SMILES = C[C@@H]1[C@H](C)[C@@H]1C#N
E_LUMO = 0.86 eV
spin multiplicity = 1
ΔE to the lowest compared entry with this formula, charge and spin = 1.079 eV
maximum force = 1.08 eV/A

=====

(3)
C3H8NO2 | ωB97M-V/def2-TZVPD

Atoms and positions in Å:
1 C -1.52890 2.65409 -0.80673
2 C -0.42454 2.05761 -0.28815
3 O -0.30913 1.37199 0.80775
4 H -1.41828 3.18233 -1.74670
5 H -2.49917 2.60062 -0.33005
6 H 0.50589 2.17416 -0.87694
7 H 0.58130 0.25193 0.35441
8 N 1.02957 -2.90968 0.64502
9 C 0.30526 -1.68918 0.30577
10 O 1.16906 -0.59809 0.18487
11 H 1.61422 -2.66114 1.43643
12 H 1.66351 -3.08375 -0.12721
13 H -0.23999 -1.86212 -0.63455
14 H -0.44882 -1.48876 1.07607

net charge = -1
E_LUMO = 4.32 eV
spin multiplicity = 1
ΔE to the lowest compared entry with this formula, charge and spin = 1.769 eV
maximum force = 0.77 eV/A

=====

(4)
C3H9OPS | ωB97M-V/def2-TZVPD

Atoms and positions in Å:
1 C 2.05711 -1.37148 0.43020
2 C 1.26219 1.59731 -0.55226
3 C -3.63002 -0.35487 -0.16361
4 O 2.39358 0.91087 1.79410
5 P 1.42976 0.28915 0.84555
6 S -2.12516 0.65069 -0.42922
7 H 2.41604 -1.92786 1.29030
8 H 1.21218 -2.04563 0.00006
9 H 2.85671 -1.43962 -0.20305
10 H 0.39953 1.42855 -1.28499
11 H 1.10788 2.62222 -0.01918
12 H 2.27594 1.54914 -1.11330
13 H -4.49812 0.15492 -0.52522
14 H -3.63191 -0.84625 0.78723
15 H -3.52571 -1.21714 -0.85661

E_LUMO (spin up / spin down) = -0.65 / -2.12 eV
spin multiplicity = 1
ΔE to the lowest compared entry with this formula, charge and spin = 4.329 eV
maximum force = 3.96 eV/A

=====

(5)
C11H18 | ωB97M-V/def2-TZVPD

Atoms and positions in Å:
1 C -1.33588 2.19004 -0.83672
2 C -1.90460 0.90265 -0.31852
3 C -3.09611 0.41279 -0.84845
4 C -3.75986 -0.63856 -0.23604
5 C -3.19220 -1.27977 0.86068
6 C -1.93748 -0.90272 1.30470
7 C -1.29873 0.16655 0.68863
8 H -0.52300 2.01961 -1.54020
9 H -0.96251 2.82155 -0.02832
10 H -2.09178 2.79092 -1.34143
11 H -3.63181 0.97106 -1.60792
12 H -4.68912 -1.00502 -0.64301
13 H -3.76995 -2.03384 1.37827
14 H -1.55387 -1.33988 2.21617
15 H -0.33334 0.51330 1.04096
16 C 3.34903 0.15890 -0.98841
17 C 2.18725 -0.06308 -0.03460
18 C 1.36666 -1.27622 -0.45001
19 C 2.70869 -0.22065 1.40245
20 H 3.82597 -0.77720 -1.26838
21 H 4.03907 0.85597 -0.51993
22 H 3.01375 0.62843 -1.91672
23 H 1.51492 0.79991 0.00471
24 H 1.74999 -2.19324 0.02868
25 H 0.34834 -1.31496 -0.04779
26 H 1.31267 -1.50164 -1.51640
27 H 3.62798 -0.81354 1.41554
28 H 3.08422 0.75371 1.73222
29 H 1.95170 -0.62509 2.06982

SMILES = Cc1ccccc1.CC(C)C
E_LUMO = 0.98 eV
spin multiplicity = 1
ΔE to the lowest compared entry with this formula, charge and spin = 0.497 eV
maximum force = 1.63 eV/A

=====

(6)
C37H26AlF9N4O5S | ωB97M-V/def2-TZVPD

Atoms and positions in Å:
1 Al 0.38805 -0.11241 -0.49076
2 C 1.40247 -3.86702 1.34823
3 O 0.67308 -3.08746 0.41281
4 C 0.38738 -3.65403 -0.77513
5 C 0.60001 -5.00018 -1.05641
6 C 0.24670 -5.53307 -2.28503
7 C -0.30635 -4.72510 -3.26382
8 C -0.55415 -3.39373 -2.98204
9 C -0.22669 -2.84343 -1.74647
10 N -0.63282 -1.49643 -1.44183
11 N -1.83406 -1.31080 -1.86778
12 C -2.59480 -0.23187 -1.68549
13 C -2.21097 0.88483 -0.89893
14 O -1.04611 0.93299 -0.38301
15 C -3.12966 1.95208 -0.69413
16 C -4.35247 1.92068 -1.27476
17 C -4.79816 0.80975 -2.05644
18 C -6.09612 0.76877 -2.59587
19 C -6.53641 -0.33603 -3.27936
20 C -5.68163 -1.43100 -3.45489
21 C -4.39905 -1.40296 -2.96030
22 C -3.93235 -0.28495 -2.25125
23 H 0.80776 -4.71006 1.70713
24 H 1.61418 -3.21781 2.19158
25 H 2.33624 -4.22842 0.90644
26 H 0.99841 -5.65749 -0.29653
27 H 0.38786 -6.59038 -2.46627
28 H -0.55448 -5.12778 -4.23647
29 H -1.00560 -2.74713 -3.72113
30 H -2.80677 2.78395 -0.08249
31 H -5.03604 2.75096 -1.13928
32 H -6.74696 1.62242 -2.44743
33 H -7.54396 -0.36811 -3.67245
34 H -6.03852 -2.30846 -3.97851
35 H -3.72935 -2.24179 -3.08349
36 C -1.48697 4.46785 5.54517
37 C -1.15992 3.22334 4.76718
38 C -0.88410 3.28828 3.40374
39 C -0.63118 2.13998 2.67154
40 C -0.65120 0.91166 3.31305
41 C -0.90412 0.82286 4.67275
42 C -1.15961 1.97819 5.39248
43 S -0.31632 -0.57895 2.40363
44 O 0.18933 -1.53924 3.34928
45 O -1.47548 -0.93539 1.63072
46 N 0.83652 -0.15895 1.32936
47 C 2.18451 -0.31887 1.60585
48 C 2.82088 -0.10624 2.80731
49 C 4.21578 -0.25986 2.90216
50 C 4.97770 -0.63033 1.82677
51 C 4.35696 -0.89623 0.58777
52 C 5.03163 -1.31724 -0.57878
53 C 4.31847 -1.60139 -1.71137
54 C 2.92482 -1.44122 -1.70602
55 N 2.27007 -1.01991 -0.65024
56 C 2.95824 -0.74607 0.48744
57 H -1.09473 5.35749 5.05456
58 H -1.08395 4.41984 6.55644
59 H -2.57030 4.58131 5.62623
60 H -0.86349 4.25196 2.90870
61 H -0.41457 2.19091 1.61296
62 H -0.89051 -0.14924 5.14809
63 H -1.36125 1.91409 6.45497
64 H 2.23701 0.18164 3.67067
65 H 4.69334 -0.06549 3.85387
66 H 6.05358 -0.71785 1.90821
67 H 6.11143 -1.40234 -0.56563
68 H 4.80720 -1.94703 -2.61104
69 H 2.33304 -1.64506 -2.59079
70 F 1.90380 2.61812 0.65239
71 C 2.53047 2.85900 -0.50647
72 F 2.80059 4.17235 -0.55465
73 F 3.70110 2.20083 -0.47314
74 C 1.66321 2.36465 -1.70743
75 O 1.22506 1.11886 -1.49081
76 C 2.54355 2.39115 -2.99814
77 F 1.77719 2.33947 -4.09771
78 F 3.35413 1.32334 -3.02592
79 F 3.31495 3.48465 -3.08702
80 C 0.47362 3.36001 -1.90238
81 F 0.85580 4.50655 -2.49267
82 F -0.47408 2.80509 -2.66538
83 F -0.09090 3.68489 -0.72622

E_LUMO = -0.91 eV
spin multiplicity = 1
maximum force = 0.87 eV/A

=====

(7)
C5H14O2 | ωB97M-V/def2-TZVPD

Atoms and positions in Å:
1 C 3.04223 1.71309 0.22262
2 C 1.98973 0.71972 0.64809
3 C 0.55564 1.38763 0.75664
4 C -0.41647 0.83184 -0.17363
5 C -1.77134 0.69978 0.16610
6 H 4.05845 1.36935 0.35477
7 H 2.95014 1.93832 -0.83372
8 H 2.96967 2.64606 0.77949
9 H 1.90125 -0.10430 -0.05228
10 H 2.18079 0.32193 1.62983
11 H 0.65750 2.45158 0.48520
12 H 0.17409 1.31461 1.76961
13 H -0.12875 0.41957 -1.13723
14 H -2.09378 0.77570 1.19908
15 H -2.57401 0.58030 -0.54908
16 H -2.31504 -1.33997 -1.85709
17 H -1.26199 -2.37661 -1.73623
18 O -1.34923 -1.42384 -1.88689
19 H -3.62125 -4.15290 0.22315
20 H -2.10777 -3.81891 0.29875
21 O -2.83989 -3.95291 -0.30716

net charge = +1
E_LUMO (spin up / spin down) = -4.86 / -8.32 eV
spin multiplicity = 2
ΔE to the lowest compared entry with this formula, charge and spin = 0.983 eV
maximum force = 1.07 eV/A

=====

(8)
C4H13NO | ωB97M-V/def2-TZVPD

Atoms and positions in Å:
1 C -0.44703 -2.49856 2.03528
2 C -0.17238 -1.93678 0.66283
3 O -1.07448 -0.87887 0.38287
4 C -0.54916 0.20157 -0.34158
5 C -0.59396 1.49846 0.47914
6 H -0.71636 -1.73691 2.75229
7 H -1.23820 -3.24102 2.04954
8 H 0.46011 -2.99160 2.40344
9 H -0.30231 -2.70515 -0.09752
10 H 0.85156 -1.54227 0.63975
11 H -1.05069 0.34370 -1.30137
12 H 0.49128 -0.01880 -0.61559
13 H 0.25906 2.14587 0.24004
14 H -0.46193 1.15967 1.51466
15 H -1.47964 2.12307 0.44927
16 N 1.34928 2.34741 -2.80399
17 H 0.84451 3.12695 -3.19017
18 H 1.70498 2.55270 -1.88086
19 H 2.12537 2.05056 -3.37804

SMILES = CCOCC.N
E_LUMO = 1.03 eV
spin multiplicity = 1
ΔE to the lowest compared entry with this formula, charge and spin = 0.941 eV
maximum force = 1.14 eV/A